# 1
A molecular structure, C7H12ClFO3S. Source: OMol25; level of theory: ωB97M-V/def2-TZVPD.

Element x y z (Å)
C -1.78397 -0.46404 -1.34140
C -2.50212 -0.14048 -0.03611
C -0.84560 -1.72391 -0.98625
C -0.39503 -0.83722 1.33227
C -1.47506 0.18823 1.04485
C 0.21173 -1.30662 -0.01063
C 2.85843 2.50007 -0.02403
O 2.56365 0.18125 1.16530
O 1.00109 -0.05311 -0.66582
O 2.87766 1.36672 -0.88767
F -0.94813 1.45499 0.67319
S 2.56234 -0.03344 -0.25014
Cl 1.47928 -2.46753 0.28235
H -2.38661 -0.61162 -2.25149
H -1.15156 0.21131 -1.84870
H -3.26645 0.70697 -0.22613
H -2.99430 -1.05774 0.23916
H -1.49895 -2.42503 -0.45163
H -0.45260 -2.22512 -1.98080
H 0.42821 -0.26216 1.96310
H -0.87945 -1.73272 1.73109
H -2.03470 0.22444 1.98315
H 3.39915 3.34421 -0.61087
H 3.40402 2.23699 0.86141
H 1.82898 2.92557 0.29578

Atoms 1-2, force components in eV/Å:
C 0.819 -2.254 -0.355
C -0.076 1.530 -1.522

Computed properties:
Frontier orbital gap ... 10.3 eV
ΔE to the lowest compared entry with this formula, charge and spin ... 12.6 kcal per mole
Net charge ... 0

# 2
A single C5H8O2 molecule. Source: OMol25; level of theory: ωB97M-V/def2-TZVPD.

Element x y z (Å)
C 1.95284 -0.20316 1.19062
C 0.55267 0.32555 0.90248
C -0.18802 -0.47318 -0.17422
C -1.49939 0.19183 -0.51196
O -2.23776 0.70223 0.30179
C -1.92475 0.26573 -1.98240
O -1.45382 -0.43592 -2.84088
H 1.92696 -1.23388 1.56053
H 2.44456 0.41287 1.95008
H 2.57818 -0.18452 0.29072
H 0.61821 1.37199 0.57964
H -0.05358 0.32888 1.81425
H 0.40539 -0.58652 -1.08851
H -0.40025 -1.49070 0.18376
H -2.72122 1.00881 -2.17590

Atoms 1-2, force components in eV/Å:
C 0.048 -0.031 0.008
C -0.043 0.088 0.056

Computed properties:
Frontier orbital gap ... 9.4 eV
ΔE to the lowest compared entry with this formula, charge and spin ... 19.2 kcal per mole
SMILES ... CCCC(=O)C=O
Net charge ... 0

Question: Which value of frontier orbital gap does entry 1 give?
Answer: 10.3 eV